(1)
The following is a quantum chemistry calculation of a molecular structure, CN2O9Sn, from the Open Molecules 2025 dataset.

Its calculated total energy is -28262.932 eV. The HOMO energy comes out at 0.56 eV. The value obtained for the orbital gap is 0.079 Eh.

The geometry in ORCA input format:
```
! RIJCOSX wB97M-V def2-TZVPD def2/J DEFGRID3
* xyz -2 1
Sn 2.36 2.28 -2.18
O -1.74 -1.23 -1.14
O 0.84 1.58 3.09
C -1.78 -2.03 -2.08
O -1.43 -3.26 -2.50
O 0.09 -0.33 3.79
O -0.81 1.85 -1.05
O 1.30 1.05 -1.10
O 0.19 0.53 0.47
N 0.98 0.38 3.35
O -2.23 -1.93 -3.45
O 2.16 -0.10 3.27
N 0.06 1.20 -0.47
*
```

(2)
The following is a quantum chemistry calculation of 2 unconnected molecules or ions with the total composition CN3O3, from the Open Molecules 2025 dataset.

Its calculated total energy is -11645.233 eV. As for the relative energy (zero: lowest compared OMol25 entry of this formula, charge and spin): 18.36 kcal per mole. The HOMO energy comes out at -4.10 eV. The value obtained for the orbital gap is 0.279 Eh.

The geometry in ORCA input format:
```
! RIJCOSX wB97M-V def2-TZVPD def2/J DEFGRID3
* xyz -1 1
N -1.01 -1.01 0.07
C 1.40 0.52 0.02
N 2.45 -0.02 -0.02
N -1.34 0.13 -0.09
O 0.31 1.15 0.05
O 0.05 -1.59 -0.02
O -2.32 0.79 0.00
*
```

(3)
The following is a quantum chemistry calculation of 3 unconnected molecules or ions with the total composition CN3O4, from the Open Molecules 2025 dataset.

Its calculated total energy is -13685.920 eV. As for the relative energy (zero: lowest compared OMol25 entry of this formula, charge and spin): 0.04 kcal per mole. The HOMO energy comes out at -16.26 eV. The value obtained for the orbital gap is 0.317 Eh.

The geometry in ORCA input format:
```
! RIJCOSX wB97M-V def2-TZVPD def2/J DEFGRID3
* xyz 1 1
N 3.85 -1.19 0.09
O 1.65 0.62 -0.02
N -6.17 -0.10 -0.73
O -0.57 1.19 0.33
O 3.15 -1.97 -0.28
N -6.31 0.70 0.00
C 0.54 0.98 0.19
O 4.60 -0.45 0.38
*
```

(4)
The following is a quantum chemistry calculation of a molecular structure, CN4S2, from the Open Molecules 2025 dataset.

Its calculated total energy is -28661.842 eV. As for the relative energy (zero: lowest compared OMol25 entry of this formula, charge and spin): 63.46 kcal per mole. The HOMO energy comes out at -9.49 eV. The value obtained for the orbital gap is 0.322 Eh.

The geometry in ORCA input format:
```
! RIJCOSX wB97M-V def2-TZVPD def2/J DEFGRID3
* xyz 0 1
S 2.25 1.09 0.03
N -1.71 -0.82 0.05
N 0.67 0.41 -0.04
N -1.41 0.28 0.02
N -0.53 1.13 -0.02
C 0.77 -0.90 -0.02
S 2.53 -0.98 0.00
*
```

(5)
The following is a quantum chemistry calculation of 2 unconnected molecules or ions with the total composition CNO2S2, from the Open Molecules 2025 dataset.

Its calculated total energy is -28292.231 eV. As for the relative energy (zero: lowest compared OMol25 entry of this formula, charge and spin): 50.16 kcal per mole. The HOMO energy comes out at -1.96 eV. The value obtained for the orbital gap is 0.206 Eh.

The geometry in ORCA input format:
```
! RIJCOSX wB97M-V def2-TZVPD def2/J DEFGRID3
* xyz -1 1
S -1.87 1.10 0.24
O 1.30 -0.52 1.24
S -2.18 -0.89 -0.14
C 1.60 -0.10 0.22
O 2.10 0.31 -0.74
N -0.95 0.10 -0.82
*
```

(6)
The following is a quantum chemistry calculation of a molecular structure, CO4S2, from the Open Molecules 2025 dataset.

Its calculated total energy is -30896.680 eV. As for the relative energy (zero: lowest compared OMol25 entry of this formula, charge and spin): 15.70 kcal per mole. The HOMO energy comes out at 0.75 eV. The value obtained for the orbital gap is 0.188 Eh.

The geometry in ORCA input format:
```
! RIJCOSX wB97M-V def2-TZVPD def2/J DEFGRID3
* xyz -2 1
O 0.39 -1.37 1.32
S -1.78 0.62 -1.79
S 0.82 -0.52 0.19
C -1.15 0.66 -0.28
O -1.41 1.28 0.70
O 1.70 0.60 0.69
O 1.44 -1.27 -0.84
*
```

(7)
The following is a quantum chemistry calculation of a molecular structure, Ca3H10NO8, from the Open Molecules 2025 dataset.

Its calculated total energy is -73291.040 eV. As for the relative energy (zero: lowest compared OMol25 entry of this formula, charge and spin): 0.00 kcal per mole. The HOMO energy comes out at -24.62 eV. The value obtained for the orbital gap is 0.273 Eh.

The geometry in ORCA input format:
```
! RIJCOSX wB97M-V def2-TZVPD def2/J DEFGRID3
* xyz 5 1
Ca 8.56 13.00 -2.25
O 9.26 7.86 -0.36
Ca 13.67 10.91 -0.32
H 8.39 15.67 -0.65
O 9.42 11.89 -0.38
H 10.21 7.70 -0.43
O 9.49 10.25 1.13
O 13.09 13.20 0.45
Ca 7.65 8.66 1.23
H 8.87 7.34 -1.09
O 8.56 14.71 -0.56
H 13.80 13.65 0.93
H 7.36 11.44 2.00
H 12.31 13.73 0.62
O 6.78 10.75 1.64
H 10.90 10.82 3.23
H 9.64 11.67 3.39
O 11.29 10.86 0.15
N 10.04 10.98 0.28
H 9.07 14.63 0.26
O 10.51 11.51 3.77
H 5.99 11.23 1.34
*
```

(8)
The following is a quantum chemistry calculation of a molecular structure, CaH6N6O21, from the Open Molecules 2025 dataset.

Its calculated total energy is -70452.096 eV. As for the relative energy (zero: lowest compared OMol25 entry of this formula, charge and spin): 0.00 kcal per mole. The HOMO energy comes out at 2.82 eV. The value obtained for the orbital gap is 0.208 Eh.

The geometry in ORCA input format:
```
! RIJCOSX wB97M-V def2-TZVPD def2/J DEFGRID3
* xyz -4 1
O -17.86 2.68 -2.16
O -17.10 1.00 -3.36
O -18.23 2.25 2.71
N -20.00 4.73 -3.87
O -19.48 3.96 -4.71
O -18.69 0.79 1.21
O -18.13 5.63 1.58
O -20.63 5.27 -0.16
N -18.59 2.00 1.55
O -16.94 0.94 -1.21
O -16.27 5.44 -2.14
Ca -18.29 4.80 -0.65
N -15.22 3.67 0.93
H -16.41 5.13 -3.04
O -17.44 5.72 3.63
O -22.48 5.95 0.82
O -21.16 5.15 -4.02
H -20.85 1.55 -1.52
O -17.85 7.56 2.55
O -16.12 3.84 0.06
N -17.32 1.54 -2.22
O -19.28 5.12 -2.88
O -18.90 2.89 0.73
O -14.11 3.20 0.56
N -17.79 6.29 2.59
H -15.34 5.67 -2.09
N -21.81 5.70 -0.23
O -22.37 5.89 -1.33
H -19.11 7.65 -0.86
O -18.25 7.26 -1.06
H -20.37 2.62 -0.55
O -21.15 2.07 -0.77
O -15.36 3.96 2.14
H -17.98 7.66 -1.89
*
```

(9)
The following is a quantum chemistry calculation of a molecular structure, CaIPd, from the Open Molecules 2025 dataset.

Its calculated total energy is -29983.956 eV. The HOMO energy (spin up / spin down) comes out at -24.17 / -23.58 eV. The value obtained for the orbital gap (spin up / spin down) is 0.372 / 0.222 Eh.

The geometry in ORCA input format:
```
! RIJCOSX wB97M-V def2-TZVPD def2/J DEFGRID3
* xyz 3 3
I 0.04 0.13 -1.09
Ca -2.26 1.03 0.56
Pd 2.21 -1.15 0.53
*
```

(10)
The following is a quantum chemistry calculation of a molecular structure, Cd3N8O24, from the Open Molecules 2025 dataset.

Its calculated total energy is -74723.612 eV. As for the relative energy (zero: lowest compared OMol25 entry of this formula, charge and spin): 0.00 kcal per mole. The HOMO energy comes out at -3.06 eV. The value obtained for the orbital gap is 0.149 Eh.

The geometry in ORCA input format:
```
! RIJCOSX wB97M-V def2-TZVPD def2/J DEFGRID3
* xyz -2 1
O -17.58 5.05 -10.48
O -18.32 0.73 -8.60
O -18.59 3.19 -9.78
N -17.13 0.29 -8.46
O -21.58 4.41 -11.74
N -22.02 3.55 -10.94
O -16.42 -0.13 -9.33
O -18.37 9.14 -8.88
O -23.11 3.67 -10.41
O -17.09 8.03 -10.13
N -20.76 2.16 -6.48
N -17.73 6.63 -6.80
O -17.29 2.02 -12.74
O -21.37 1.13 -6.13
N -17.56 3.01 -13.49
O -15.07 4.15 -9.44
O -18.10 5.67 -6.12
Cd -20.01 1.51 -9.52
O -19.17 7.85 -10.47
O -16.74 0.26 -7.26
O -20.44 2.99 -5.67
O -17.14 6.34 -7.91
O -14.07 2.58 -8.38
O -20.69 2.49 -7.72
O -17.03 3.09 -14.59
O -19.59 5.00 -9.68
O -18.42 3.82 -13.07
O -14.80 2.35 -10.46
Cd -15.84 6.24 -9.87
O -18.01 7.78 -6.48
N -18.51 4.39 -9.98
N -18.24 8.38 -9.81
Cd -20.49 6.21 -11.18
N -14.64 2.96 -9.41
O -21.32 2.55 -10.76
*
```

(11)
The following is a quantum chemistry calculation of a molecular structure, CeHO2S, from the Open Molecules 2025 dataset.

Its calculated total energy is -27864.583 eV. As for the relative energy (zero: lowest compared OMol25 entry of this formula, charge and spin): 66.78 kcal per mole. The HOMO energy (spin up / spin down) comes out at -13.76 / -13.32 eV. The value obtained for the orbital gap (spin up / spin down) is 0.295 / 0.249 Eh.

The geometry in ORCA input format:
```
! RIJCOSX wB97M-V def2-TZVPD def2/J DEFGRID3
* xyz 1 3
H -0.61 -0.41 -1.97
O 1.07 -0.12 -1.03
O -0.26 0.34 -1.47
Ce 0.06 0.22 0.88
S -0.25 -0.02 3.58
*
```

(12)
The following is a quantum chemistry calculation of Cl2 in the gas phase, from the Open Molecules 2025 dataset.

Its calculated total energy is -25043.932 eV. As for the relative energy (zero: lowest compared OMol25 entry of this formula, charge and spin): 0.66 kcal per mole. The HOMO energy comes out at -11.14 eV. As for the SMILES: ClCl. The value obtained for the orbital gap is 0.358 Eh.

The geometry in ORCA input format:
```
! RIJCOSX wB97M-V def2-TZVPD def2/J DEFGRID3
* xyz 0 1
Cl -0.39 -0.65 0.68
Cl 0.39 0.65 -0.68
*
```

Q: What is the formula in the tenth record?
A: Cd3N8O24